{"formula": "C5H7Br", "method": "wB97M-V/def2-TZVPD", "homo_ev": [-7.391, -9.549], "e_tot_ev": -75334.261, "multiplicity": 3, "s_squared": 2.02, "e_above_lowest_kcal_mol": 33.9, "elements": ["H", "H", "H", "C", "H", "H", "C", "C", "Br", "C", "H", "C", "H"], "positions_angstrom": [[-1.3731, -0.1966, -1.1953], [-2.7437, 0.6205, -0.3010], [1.8651, -2.8894, -0.4623], [1.6460, -0.8316, 0.2670], [0.2566, -2.3485, 0.1783], [-0.5451, 3.0574, 0.2192], [-1.7705, 0.1202, -0.2794], [1.3028, -2.0873, -0.0193], [3.1141, 0.1621, -0.0994], [-0.6618, 0.9259, 0.2768], [0.8576, 2.1686, 0.5788], [-0.1383, 2.0916, 0.4255], [-1.8096, -0.7930, 0.4112]], "forces_ev_per_a": [[-0.1, -0.6, -1.7], [0.1, -0.1, -0.3], [0.6, 0.1, -0.2], [-0.1, -2.3, -0.6], [0.3, 0.0, 0.2], [-1.0, 0.6, -0.2], [0.7, -0.6, 3.3], [-1.0, 1.5, 0.6], [0.6, 0.4, 0.0], [-1.2, -0.2, -0.5], [3.3, 0.1, 1.0], [-1.7, 0.1, -0.6], [-0.5, 1.0, -1.1]], "mulliken_charge": [0.26, 0.36, 0.31, -0.04, 0.16, 0.29, -0.83, -0.38, -0.04, 0.18, 0.18, -0.62, 0.19]}